No. 1
The following is a quantum chemistry calculation of one molecule with the formula C4H5N3, from OMol25.

Structure (XYZ):
```
12
Properties=species:S:1:pos:R:3:nbo_charge:R:1
C 0.54534 1.34108 -0.48337 -0.4120
N 0.44536 -0.04814 0.03515 -0.4041
C -0.91602 -0.69253 0.29678 -0.4173
C -1.23417 -1.74977 -0.60671 0.2122
N -1.43539 -2.64537 -1.31446 -0.3352
C 0.53358 -0.33195 1.42562 0.3509
N 1.00936 -0.25969 2.49886 -0.3685
H -0.08031 1.98074 0.14119 0.2315
H 0.18113 1.34227 -1.51491 0.2286
H 1.58398 1.67912 -0.43340 0.2317
H 1.03434 -0.68946 -0.50252 0.4454
H -1.66721 0.07369 0.45778 0.2368
```

Computed properties:
- HOMO-LUMO gap (eV) = 8.422
- E_LUMO (eV) = 0.1
- max |F| (eV/Å) = 0.95
- E_HOMO (eV) = -8.33
- total energy (a.u.) = -319.5249


No. 2
The following is a quantum chemistry calculation of one molecule with the formula C4H5N3, from OMol25.

Structure (XYZ):
```
12
Properties=species:S:1:pos:R:3:nbo_charge:R:1
C 0.89314 0.06882 -0.00499 0.3894
C 0.11442 1.25629 -0.03792 -0.3808
C -1.34830 1.10181 -0.00141 0.0802
C -0.97232 -1.21575 -0.06469 0.2618
H 2.85193 0.93499 -0.18527 0.3958
H 2.75247 -0.79223 0.15666 0.4030
H 0.53217 2.32178 0.23164 0.2314
H -2.15796 1.82383 0.18865 0.2185
H -1.42023 -2.17919 0.13285 0.1799
N 2.27591 0.01994 -0.01628 -0.7920
N -1.87770 -0.18077 -0.02583 -0.4962
N 0.36179 -1.17862 0.06062 -0.4909
```

Computed properties:
- structure (SMILES) = Nc1ccncn1
- HOMO-LUMO gap (eV) = 9.724
- E_LUMO (eV) = 0.8
- max |F| (eV/Å) = 6.07
- E_HOMO (eV) = -8.94
- total energy (a.u.) = -319.6671


No. 3
The following is a quantum chemistry calculation of one molecule with the formula C4H5N3, from OMol25.

Structure (XYZ):
```
12
Properties=species:S:1:pos:R:3:nbo_charge:R:1
N 2.79351 -0.88964 -0.13614 -0.6032
C 1.62480 -0.49157 -0.06962 0.3516
C 0.37926 -0.12333 0.08980 -0.0722
C -0.89072 -0.90252 -0.24718 -0.2590
N -1.96984 0.08170 -0.11065 -0.4423
C -1.43781 1.16477 0.29125 0.2512
N -0.05229 1.19886 0.40792 -0.6076
H 3.17951 -0.75322 -1.07452 0.3619
H -0.86155 -1.29371 -1.26908 0.2117
H -1.07867 -1.74955 0.42546 0.2106
H -2.00183 2.07117 0.49782 0.1942
H 0.37389 1.69970 1.17541 0.4030
```

Computed properties:
- structure (SMILES) = N=C=C1CN=CN1
- HOMO-LUMO gap (eV) = 8.728
- E_LUMO (eV) = 0.8
- max |F| (eV/Å) = 0.56
- E_HOMO (eV) = -7.92
- total energy (a.u.) = -319.6248


No. 4
The following is a quantum chemistry calculation of one molecule with the formula C4H5N3, from OMol25.

Structure (XYZ):
```
12
Properties=species:S:1:pos:R:3:nbo_charge:R:1
C 1.44688 0.56414 0.02267 0.2852
C -0.42353 -1.00527 0.00205 -0.0958
C -1.77321 -0.90552 0.02820 -0.0786
C -1.07773 1.12384 0.00699 0.1640
H 3.21945 -0.32617 0.05436 0.3599
H 1.83468 1.57047 0.16257 0.1865
H 0.24920 -1.81078 0.08220 0.2445
H -2.52009 -1.62696 -0.03646 0.2060
H -1.02599 2.23448 0.00518 0.2071
N 2.22038 -0.48778 -0.11308 -0.6444
N -0.00029 0.30933 -0.10695 -0.3845
N -2.14976 0.36020 -0.10773 -0.4499
```

Computed properties:
- structure (SMILES) = [H]/N=C/n1ccnc1
- HOMO-LUMO gap (eV) = 9.571
- E_LUMO (eV) = 0.6
- max |F| (eV/Å) = 4.22
- E_HOMO (eV) = -8.95
- total energy (a.u.) = -319.6493


No. 5
The following is a quantum chemistry calculation of one molecule with the formula C4H5N3, from OMol25.

Structure (XYZ):
```
12
Properties=species:S:1:pos:R:3:nbo_charge:R:1
C -2.18079 0.08928 0.15375 -0.3706
C -1.27629 -0.85164 -0.10274 -0.2284
C 0.21382 -0.50116 -0.17970 0.0207
C 0.78760 0.70871 -0.12762 -0.0658
H -3.44216 0.11258 0.26739 0.2293
H -1.89597 1.13316 -0.20180 0.1755
H -1.77229 -1.89795 0.26728 0.2416
H 0.69932 1.80359 -0.34953 0.2303
H 2.88286 1.07367 0.10162 0.3802
N 2.18184 0.48597 0.17083 -0.3536
N 2.50841 -0.84510 0.03388 -0.0143
N 1.29366 -1.31111 -0.03337 -0.2449
```

Computed properties:
- structure (SMILES) = C=Cc1c[nH]nn1
- HOMO-LUMO gap (eV) = 10.213
- E_LUMO (eV) = 0.8
- max |F| (eV/Å) = 6.27
- E_HOMO (eV) = -9.43
- total energy (a.u.) = -319.5285


No. 6
The following is a quantum chemistry calculation of one molecule with the formula C4H5N3, from OMol25.

Structure (XYZ):
```
12
Properties=species:S:1:pos:R:3:nbo_charge:R:1
N 1.02071 -1.22710 -0.15732 -0.5597
C -0.05615 -0.26558 0.13395 0.0615
C 0.47619 -1.09310 1.27921 -0.3170
N -1.39580 -0.42366 -0.32626 -0.4035
C -1.78037 0.78903 -0.49593 0.2163
N -0.80743 1.82189 -0.35140 -0.4456
C 0.25795 1.16556 -0.05597 0.0852
H 0.74726 -2.08275 -0.62780 0.4248
H 1.86940 -0.81463 -0.54942 0.3985
H 1.19410 -0.47974 1.83890 0.1451
H -2.80530 1.06210 -0.72514 0.1947
H 1.22909 1.63385 0.09935 0.1996
```

Computed properties:
- HOMO-LUMO gap (eV) = 8.184
- E_LUMO (eV) = -0.1
- max |F| (eV/Å) = 0.34
- E_HOMO (eV) = -8.24
- total energy (a.u.) = -319.5423


No. 7
The following is a quantum chemistry calculation of one molecule with the formula C4H5N3, from OMol25.

Structure (XYZ):
```
12
Properties=species:S:1:pos:R:3:nbo_charge:R:1
N -2.00570 0.14181 -0.26535 -0.8011
C -0.62746 0.03546 -0.09183 0.0773
C 0.18106 1.12403 0.24574 0.0146
N 1.50825 1.05718 0.30547 -0.4234
C 2.05384 -0.13165 0.06516 0.2075
N 1.38999 -1.25855 -0.18925 -0.4240
C 0.06552 -1.16977 -0.27112 0.0231
H -2.41607 1.03668 -0.03442 0.3821
H -2.55391 -0.62695 0.09384 0.3837
H -0.26751 2.08501 0.50172 0.1877
H 3.14113 -0.19028 0.10100 0.1805
H -0.46916 -2.10298 -0.46096 0.1919
```

Computed properties:
- structure (SMILES) = Nc1cncnc1
- HOMO-LUMO gap (eV) = 9.693
- E_LUMO (eV) = 0.8
- max |F| (eV/Å) = 0.44
- E_HOMO (eV) = -8.88
- total energy (a.u.) = -319.6909


No. 8
The following is a quantum chemistry calculation of a 2-piece molecular cluster, C4H5N3 overall, from OMol25.

Structure (XYZ):
```
12
Properties=species:S:1:pos:R:3:nbo_charge:R:1
C 1.10452 2.52678 0.19963 -0.0272
N 0.42311 1.67745 -0.44654 -0.6221
C -0.80360 -1.05067 -0.26401 -0.5665
C 0.02270 -1.45573 -1.35250 0.2810
N 0.70780 -1.69974 -2.25731 -0.3337
C -1.24057 -1.86730 0.67026 0.4950
N -1.75794 -2.57066 1.52022 -0.5933
H 2.11401 2.83306 -0.08160 0.1514
H -1.17411 -2.73420 2.33518 0.3891
H 0.68196 3.00567 1.08824 0.1614
H 0.96058 1.32842 -1.24622 0.3466
H -1.03845 0.00693 -0.16534 0.3184
```

Computed properties:
- structure (SMILES) = N#CC=C=N.C=N
- HOMO-LUMO gap (eV) = 10.241
- E_LUMO (eV) = 0.7
- max |F| (eV/Å) = 1.24
- E_HOMO (eV) = -9.52
- total energy (a.u.) = -319.5999


No. 9
The following is a quantum chemistry calculation of an isolated ion of composition C4H5N3 and charge +2, from OMol25.

Structure (XYZ):
```
12
Properties=species:S:1:pos:R:3:nbo_charge:R:1
C -1.90558 0.76494 -0.22886 0.4651
C -1.50865 -0.02744 -1.30294 0.1819
C 0.49894 -0.68030 -0.31173 0.7071
C 0.03222 1.08901 1.10274 -0.1262
N -0.42214 -0.57823 -1.08996 -0.2814
N -1.16230 1.08847 0.65311 -0.1547
N 1.58269 -1.19736 0.02517 -0.6392
H -1.95521 0.05875 -2.23821 0.2962
H 0.31040 0.19811 1.69042 0.2740
H 0.34236 2.06863 1.56555 0.3275
H 2.24606 -0.76811 0.55910 0.4632
H 1.94122 -2.01647 -0.42437 0.4863
```

Computed properties:
- structure (SMILES) = C=[N+]=C=C[N+]#CN
- HOMO-LUMO gap (spin up / spin down) (eV) = 8.151 / 8.149
- E_LUMO (spin up / spin down) (eV) = -12.3 / -12.3
- max |F| (eV/Å) = 4.27
- E_HOMO (spin up / spin down) (eV) = -20.47 / -20.47
- total energy (a.u.) = -318.7538
- net charge = +2


No. 10
The following is a quantum chemistry calculation of C4H5N3O as an isolated structure, from OMol25.

Structure (XYZ):
```
13
Properties=species:S:1:pos:R:3:nbo_charge:R:1
C 0.61411 2.01290 0.89682 -0.6591
C 0.27360 0.78561 0.36659 0.1515
C -0.00197 -1.25685 0.34551 0.4891
C -0.38602 0.43453 -0.92505 0.5937
H -0.21640 2.61174 1.48297 0.2786
H 0.93936 2.52275 -0.19239 0.2597
H 1.85065 1.63843 1.51643 0.2601
H 0.29513 -2.33094 1.74282 0.3429
H -1.37095 -1.32031 -1.46397 0.4580
N 0.90128 -0.27630 0.96520 -0.3843
N -0.20999 -2.41616 0.93033 -0.6310
N -0.42719 -0.88571 -0.87445 -0.6029
O -0.79311 1.25855 -1.79209 -0.5562
```

Computed properties:
- HOMO-LUMO gap (eV) = 9.045
- E_LUMO (eV) = -1.0
- max |F| (eV/Å) = 7.34
- E_HOMO (eV) = -10.08
- total energy (a.u.) = -394.7920


No. 11
The following is a quantum chemistry calculation of one molecule with the formula C4H5N3O, from OMol25.

Structure (XYZ):
```
13
Properties=species:S:1:pos:R:3:nbo_charge:R:1
C 1.00519 0.65968 -1.36150 0.3712
C 0.83756 -0.73222 -1.37967 -0.1884
C -0.99939 0.30843 1.38780 -0.0238
C -1.49355 -0.64483 2.14345 -0.4223
H 2.22386 0.91725 -2.56185 0.4789
H 1.33244 -1.55356 -1.98200 0.2273
H -1.05997 1.43496 1.54454 0.2364
H -1.30284 -1.65041 1.76680 0.2231
H -2.24137 -0.44168 2.96722 0.2259
N -0.01019 -1.06585 -0.33676 -0.2057
N -0.24622 0.07871 0.26096 -0.0232
N 0.34756 1.17246 -0.29842 -0.2841
O 1.60692 1.51706 -2.15056 -0.6153
```

Computed properties:
- structure (SMILES) = C=Cn1ncc(O)n1
- HOMO-LUMO gap (eV) = 9.493
- E_LUMO (eV) = 0.6
- max |F| (eV/Å) = 4.09
- E_HOMO (eV) = -8.88
- total energy (a.u.) = -394.8550


No. 12
The following is a quantum chemistry calculation of one molecule with the formula C4H5N3O, from OMol25.

Structure (XYZ):
```
13
Properties=species:S:1:pos:R:3:nbo_charge:R:1
C -3.06974 -0.48484 0.17870 -0.4392
C 0.57373 -0.22634 -0.19116 -0.0888
C 1.77330 -1.10996 -0.22358 0.3370
C 0.80550 1.29160 -0.13300 0.2559
H -3.45496 -0.24740 -0.90629 0.2344
H -3.56797 0.10142 1.14953 0.2238
H -2.99858 -1.59237 0.48803 0.2352
H -1.62511 1.03484 0.22330 0.3953
H 1.56664 -2.17836 -0.64638 0.1881
N -1.77143 -0.02593 -0.05411 -0.3841
N -0.67102 -0.81671 -0.12756 -0.0943
N 0.44730 2.41000 -0.00891 -0.3200
O 2.94366 -0.61405 0.40502 -0.5433
```

Computed properties:
- structure (SMILES) = CN/N=C(\C#N)C=O
- HOMO-LUMO gap (eV) = 8.210
- E_LUMO (eV) = -1.1
- max |F| (eV/Å) = 9.30
- E_HOMO (eV) = -9.31
- total energy (a.u.) = -394.7511